The following is a quantum chemistry calculation of a molecular structure, C33H27BrO3P2RuS2, from the OMol25 dataset.

As for the charge: 0. Its total energy is -153676.0814 eV. The value obtained for the molar mass is 778.63 g/mol. The calculation puts the HOMO energy at -0.2873 Ha.

Each line ends with the Mulliken charge.
Atoms and positions in Å:
Ru 1.23826 0.19216 -0.28864  -0.4266
S 0.72563 2.38895 0.70753  -0.6192
P 0.44919 1.09560 2.24576  1.0972
C 0.74580 -0.38242 1.39782  1.1546
P 0.73047 -2.09380 1.20895  1.3520
S 0.98120 -2.28444 -0.78710  -0.5298
C 2.07576 -2.85303 2.13719  0.0528
C 2.09177 -4.22596 2.37050  -0.4087
C 3.16107 -4.79450 3.04229  -0.6636
C 4.21172 -3.99595 3.47920  -0.4924
C 4.19846 -2.62957 3.24137  -0.9836
C 3.13023 -2.05326 2.56796  -0.0133
C -0.80048 -2.77879 1.87611  0.1713
C -1.85794 -3.08758 1.02916  -0.4556
C -3.08068 -3.46640 1.56797  -0.6664
C -3.24436 -3.52690 2.94417  -0.4755
C -2.18644 -3.21735 3.79073  -0.8112
C -0.96330 -2.84504 3.25907  -0.2408
C -1.17913 1.09232 3.02109  0.4196
C -1.42883 1.66374 4.26435  -0.2607
C -2.70938 1.61592 4.79770  -0.6563
C -3.73438 1.00300 4.09168  -0.5632
C -3.48947 0.44469 2.84321  -0.6471
C -2.21486 0.49115 2.30518  -0.4939
C 1.66591 1.27787 3.57079  -0.0566
C 2.75662 2.12334 3.40985  -0.4232
C 3.75729 2.14567 4.37349  -0.6332
C 3.67228 1.32337 5.48632  -0.5460
C 2.58612 0.46975 5.64437  -0.8163
C 1.58564 0.44497 4.68834  0.0280
H 1.27021 -4.84482 2.02856  0.4357
H 3.17735 -5.86098 3.22581  0.4060
H 5.04516 -4.44447 4.00458  0.3938
H 5.01908 -2.00872 3.57714  0.4549
H 3.11841 -0.98875 2.36107  0.5058
H -1.71622 -3.01842 -0.04289  0.4126
H -3.90517 -3.71148 0.91107  0.4200
H -4.19943 -3.81864 3.36215  0.4182
H -2.31703 -3.26611 4.86408  0.4295
H -0.13163 -2.60973 3.91459  0.3642
H -0.62956 2.14182 4.81639  0.4528
H -2.90495 2.05892 5.76555  0.4120
H -4.73053 0.96467 4.51379  0.4037
H -4.29028 -0.02791 2.28957  0.4744
H -2.01577 0.06414 1.32853  0.3912
H 2.82078 2.74267 2.52445  0.3891
H 4.60700 2.80385 4.24804  0.4262
H 4.45513 1.34230 6.23376  0.4021
H 2.52309 -0.17773 6.50944  0.4316
H 0.74106 -0.22532 4.80671  0.3927
Br -2.97876 1.22844 -2.63564  -0.1659
C -1.77873 1.03993 -4.08879  0.1122
C -2.33994 1.18029 -5.35136  -0.6149
C -1.55040 1.07692 -6.48352  -0.4266
C -0.19011 0.83748 -6.36205  -0.6799
C 0.36468 0.70314 -5.10369  -0.4076
C -0.41139 0.79562 -3.94754  0.2223
C 0.33121 0.61068 -2.65989  1.2574
O 1.57132 0.52418 -2.64543  -0.7854
O -0.31731 0.52441 -1.55672  -0.4534
H -3.39993 1.37332 -5.43748  0.3966
H -2.00308 1.18706 -7.46056  0.3750
H 0.43355 0.75832 -7.24232  0.3857
H 1.42240 0.52133 -4.97392  0.4010
C 3.96174 -0.43969 -0.77486  -0.6313
O 3.09245 0.51044 -0.18856  -0.5599
H 4.06951 -0.24858 -1.84555  0.2110
H 3.61464 -1.46576 -0.64062  0.2900
H 4.94241 -0.33988 -0.29837  0.2653

Forces on atoms 1 to 3 (eV/Å):
Ru 0.740 0.184 -0.548
S 0.055 -0.299 0.510
P 0.247 0.082 -0.222